No. 1
This record from the Open Molecules 2025 dataset describes a single C2HNO2 molecule at a distorted geometry. The level of theory is wB97M-V/def2-TZVPD.

Each line ends with the Löwdin charge.
CARTESIAN COORDINATES (ANGSTROEM)
O 0.847 1.237 -1.182  0.18
C 0.517 0.442 -0.376  -0.49
C -0.738 -0.220 0.133  -0.02
N -0.091 -0.942 0.966  0.20
O 1.266 -0.298 0.499  0.02
H -1.800 -0.218 -0.040  0.12

Calculated values
SMILES: O=C1C=NO1
HOMO energy in eV: -11.67
Kohn-Sham gap in eV: 11.0
Maximum force in eV Å⁻¹: 1.4
Energy relative to the best compared isomer or geometry (same formula, charge and spin) in kJ/mol: 282.1

***

No. 2
This record from the Open Molecules 2025 dataset describes a single C2H6N2S molecule at a distorted geometry. The level of theory is wB97M-V/def2-TZVPD.

Each line ends with the Löwdin charge.
CARTESIAN COORDINATES (ANGSTROEM)
H 2.466 0.535 -0.630  0.05
N 1.605 0.007 -0.627  0.12
C 0.669 0.685 -0.175  -0.55
C 0.649 2.147 0.257  -0.04
N -0.640 0.090 -0.005  -0.44
S -1.093 -1.537 0.115  0.72
H -0.259 2.616 -0.083  0.06
H 1.535 2.696 -0.152  0.09
H 0.586 2.303 1.352  0.09
H -1.211 0.752 0.513  0.05
H -0.290 -1.991 1.082  -0.16

Calculated values
SMILES: [H]/N=C(\C)NS
HOMO energy in eV: -8.95
Kohn-Sham gap in eV: 9.7
Maximum force in eV Å⁻¹: 2.6
Energy relative to the best compared isomer or geometry (same formula, charge and spin) in kJ/mol: 75.7

***

No. 3
This record from the Open Molecules 2025 dataset describes 2 unconnected molecules or ions with the total composition C4H12 at a distorted geometry. The level of theory is wB97M-V/def2-TZVPD.

Each line ends with the Löwdin charge.
CARTESIAN COORDINATES (ANGSTROEM)
C 0.825 0.885 -1.317  -0.17
C 2.245 1.481 -1.498  -0.16
H 0.334 1.494 -0.539  0.06
H 0.076 0.949 -2.101  0.06
H 0.988 -0.046 -0.778  0.04
H 2.700 1.511 -0.506  0.07
H 2.100 2.469 -1.945  0.06
H 2.963 1.007 -2.134  0.04
C -2.230 -1.445 1.212  -0.17
C -0.810 -0.874 1.492  -0.14
H -2.316 -2.450 1.628  0.05
H -3.033 -0.895 1.707  0.06
H -2.359 -1.599 0.148  0.06
H -0.486 -0.411 0.576  0.01
H -0.287 -1.837 1.698  0.07
H -0.712 -0.239 2.355  0.06

Calculated values
SMILES: CC.CC
HOMO energy in eV: -11.40
Kohn-Sham gap in eV: 12.5
Maximum force in eV Å⁻¹: 2.5
Energy relative to the best compared isomer or geometry (same formula, charge and spin) in kJ/mol: 72.6

***

No. 4
This record from the Open Molecules 2025 dataset describes a molecular structure, C19H14BrN3O4Pd. The level of theory is wB97M-V/def2-TZVPD.

Each line ends with the Löwdin spin population.
CARTESIAN COORDINATES (ANGSTROEM)
Pd 0.302 0.004 -0.087  1.77
O 2.717 1.087 -3.374  0.01
C 2.181 0.850 -2.240  0.02
O 1.055 0.331 -2.078  0.22
C 2.975 1.215 -1.032  0.01
C 4.255 1.748 -1.000  0.00
C 4.824 1.980 0.250  0.00
C 4.112 1.670 1.409  0.00
C 2.838 1.141 1.274  0.01
N 2.297 0.932 0.075  0.12
C 1.890 0.700 2.345  0.02
O 2.101 0.777 3.601  0.01
O 0.797 0.215 1.969  0.26
H 2.185 0.828 -4.154  0.00
H 4.789 1.968 -1.916  0.00
H 5.823 2.394 0.323  0.00
H 4.566 1.842 2.378  0.00
H 2.954 1.147 3.894  0.00
Br -2.285 -7.086 0.028  0.46
C -2.022 -5.294 0.020  0.15
C -2.668 -4.488 0.994  0.11
C -2.485 -3.127 0.965  0.00
C -1.666 -2.559 -0.024  0.16
C -0.995 -3.351 -0.968  0.00
C -1.173 -4.712 -0.961  0.11
N -1.511 -1.133 -0.088  0.14
C -2.572 -0.385 -0.079  0.05
C -2.461 1.053 -0.108  0.02
C -3.570 1.880 -0.127  0.05
C -3.379 3.268 -0.159  -0.01
C -2.093 3.761 -0.173  0.04
C -1.011 2.866 -0.153  0.05
N -1.201 1.559 -0.122  0.23
H -3.294 -4.949 1.748  0.00
H -2.959 -2.511 1.718  0.00
H -0.379 -2.894 -1.732  0.00
H -0.691 -5.342 -1.698  0.00
H -3.565 -0.831 -0.067  0.00
H -4.566 1.456 -0.119  0.00
H -4.231 3.937 -0.174  0.00
H -1.895 4.825 -0.198  0.00
H 0.009 3.229 -0.162  0.00

Calculated values
Multiplicity: 5
HOMO energy (alpha / beta) in eV: -21.15 / -21.84
Kohn-Sham gap (alpha / beta) in eV: 8.0 / 4.9
Maximum force in eV Å⁻¹: 0.1
Energy relative to the best compared isomer or geometry (same formula, charge and spin) in kJ/mol: 0.0
Total charge: +4

***

No. 5
This record from the Open Molecules 2025 dataset describes a single C24H17NO molecule at a distorted geometry. The level of theory is wB97M-V/def2-TZVPD.

Each line ends with the Löwdin charge.
CARTESIAN COORDINATES (ANGSTROEM)
O -2.202 1.145 1.090  0.09
C -1.592 1.766 0.222  -0.37
C -1.857 3.170 -0.038  0.01
C -1.811 3.615 -1.329  -0.08
C -1.262 2.764 -2.305  -0.09
C -0.571 1.625 -1.932  -0.03
N -0.670 1.110 -0.675  0.08
C 0.006 -0.053 -0.164  -0.24
C 0.982 -0.648 -1.163  -0.13
C 0.480 -1.232 -2.329  -0.05
C 1.336 -1.658 -3.347  -0.07
C 2.719 -1.528 -3.188  -0.09
C 3.235 -1.003 -2.002  -0.07
C 2.372 -0.632 -0.968  -0.01
C 0.705 0.394 1.125  -0.12
C 1.681 1.363 1.271  -0.03
C 2.193 1.598 2.561  -0.07
C 1.690 0.893 3.665  -0.07
C 0.667 -0.047 3.509  0.00
C 0.211 -0.320 2.220  -0.11
C -0.819 -1.257 1.757  -0.12
C -1.622 -2.113 2.504  -0.01
C -2.569 -2.895 1.834  -0.08
C -2.696 -2.806 0.444  -0.07
C -1.901 -1.909 -0.297  -0.01
C -0.998 -1.107 0.371  -0.09
H -2.315 3.708 0.786  0.12
H -2.195 4.597 -1.593  0.11
H -1.319 3.003 -3.365  0.10
H 0.048 1.084 -2.641  0.12
H -0.594 -1.294 -2.496  0.10
H 0.910 -2.076 -4.261  0.11
H 3.394 -1.839 -3.985  0.10
H 4.313 -0.889 -1.860  0.11
H 2.793 -0.282 -0.026  0.11
H 2.068 1.889 0.396  0.13
H 3.003 2.322 2.676  0.10
H 2.119 1.072 4.653  0.10
H 0.212 -0.570 4.351  0.11
H -1.494 -2.123 3.585  0.11
H -3.221 -3.558 2.403  0.10
H -3.410 -3.441 -0.081  0.10
H -2.016 -1.840 -1.376  0.10

Calculated values
SMILES: O=c1ccccn1C1(c2ccccc2)c2ccccc2-c2ccccc21
HOMO energy in eV: -7.93
Kohn-Sham gap in eV: 8.6
Maximum force in eV Å⁻¹: 2.4

***

No. 6
This record from the Open Molecules 2025 dataset describes a single C5H8O2S molecule at a distorted geometry. The level of theory is wB97M-V/def2-TZVPD.

Each line ends with the Löwdin charge.
CARTESIAN COORDINATES (ANGSTROEM)
O 1.366 -2.768 1.205  0.08
C 1.067 -1.664 0.897  -0.50
C 1.593 -0.461 0.125  -0.15
C 0.710 0.820 0.264  -0.15
C -0.736 0.999 -0.419  -0.47
O -0.582 0.664 -1.736  -0.04
C -1.858 0.095 0.073  -0.35
S -0.962 -1.430 0.870  0.80
H 1.631 -0.745 -0.890  0.11
H 2.544 -0.188 0.469  0.10
H 0.616 1.068 1.280  0.09
H 1.358 1.578 -0.152  0.11
H -0.875 2.076 -0.202  0.14
H -0.999 -0.191 -1.849  0.08
H -2.378 0.376 0.938  0.03
H -2.494 -0.231 -0.874  0.13

Calculated values
SMILES: O=C1CC[C@@H](O)CS1
HOMO energy in eV: -8.92
Kohn-Sham gap in eV: 9.4
Maximum force in eV Å⁻¹: 3.4
Energy relative to the best compared isomer or geometry (same formula, charge and spin) in kJ/mol: 200.7